[1]
{"formula": "C2H5Cl2P", "method": "the ωB97M-V functional and the def2-TZVPD basis", "symbols": ["C", "C", "P", "Cl", "Cl", "H", "H", "H", "H", "H"], "coordinates": [[0.42417, -0.07350, 1.17494], [-0.59609, 0.03843, -0.01881], [0.31465, 0.72113, -1.51968], [-1.33430, -1.52279, -0.25159], [-1.78143, 1.22830, 0.49746], [0.14146, 0.57395, 2.04483], [0.58910, -1.07762, 1.57105], [1.32695, 0.26965, 0.73531], [1.37051, -0.31090, -1.77260], [-0.45503, 0.15335, -2.46090]], "forces_ev_per_angstrom": [[-0.718, 0.395, 0.390], [1.533, -0.305, 1.371], [1.723, 0.044, 0.637], [-0.619, -0.773, -0.385], [-0.853, 0.547, -0.351], [0.233, -0.486, -0.993], [-0.265, -0.002, -0.432], [1.269, 0.386, 0.262], [-1.078, 0.758, 0.711], [-1.227, -0.564, -1.210]], "spin_multiplicity": 1, "e_homo_ev": -9.8, "relative_energy_ev": 1.0288, "homo_lumo_gap_ev": 10.6, "fmax_ev_per_a": 2.08, "lumo_ev": 0.8253, "total_energy_ha": -1340.89948, "smiles": "CC(P)(Cl)Cl"}



[2]
{"formula": "C3H3N3S", "method": "the ωB97M-V functional and the def2-TZVPD basis", "symbols": ["C", "C", "C", "H", "H", "H", "N", "N", "N", "S"], "coordinates": [[-0.15661, -0.73607, 0.77153], [-0.12246, 0.11466, -0.25601], [1.06163, 0.77690, -0.76275], [-0.93551, -1.99484, 2.53493], [0.80570, -0.85690, 1.32099], [2.13662, 0.74903, -0.35483], [0.72358, 1.48228, -1.77211], [-0.78186, 1.38569, -1.86757], [-1.17484, 0.51524, -1.03164], [-1.55625, -1.43599, 1.41747]], "forces_ev_per_angstrom": [[1.216, 0.280, 1.161], [1.225, -0.345, 0.038], [1.160, 0.069, 0.257], [-0.575, 0.457, -1.076], [-0.929, -0.137, -0.491], [-1.915, -0.146, -0.827], [-0.961, 0.976, -0.159], [1.525, -1.760, 0.797], [-0.754, 1.523, -0.907], [0.009, -0.917, 1.206]], "spin_multiplicity": 1, "e_homo_ev": -9.7, "relative_energy_ev": 2.7733, "homo_lumo_gap_ev": 8.6, "fmax_ev_per_a": 2.46, "lumo_ev": -1.0792, "total_energy_ha": -678.47737, "smiles": "S/C=C1/C=NN=N1"}